(1)
C3H4N2O2 | wB97M-V/def2-TZVPD

The geometry in XYZ format:
```
11
Properties=species:S:1:pos:R:3:lowdin_charge:R:1
C 0.10 -1.25 -0.15 -0.036
C -0.50 2.15 0.41 -0.448
C 1.25 -0.76 0.59 -0.065
N -0.83 -0.90 -0.75 -0.151
N -1.44 -0.98 -1.78 0.045
O -1.37 1.90 1.13 0.209
O 0.43 2.34 -0.22 0.221
H 1.66 0.09 0.27 0.019
H 1.00 -0.53 1.56 0.054
H 2.05 -1.52 0.73 0.099
H -2.35 -0.54 -1.79 0.053
```

total charge: 0
lowest unoccupied orbital energy: 0.4 eV
HOMO-LUMO gap: 8.688 eV
relative energy (zero: lowest compared OMol25 entry of this formula, charge and spin): 412.1 kJ/mol
HOMO energy: -0.30563 Eh

***

(2)
C34H31N6TeTl | wB97M-V/def2-TZVPD

The geometry in XYZ format:
```
73
Properties=species:S:1:pos:R:3:lowdin_charge:R:1
Tl -3.89 -21.75 -1.83 0.701
C -1.43 -24.79 -5.01 -0.114
C -1.86 -23.46 -5.07 -0.115
N -3.12 -23.12 -4.85 0.127
C -3.97 -24.14 -4.70 -0.219
C -3.54 -25.48 -4.66 -0.073
N -2.26 -25.83 -4.82 0.087
C -5.40 -23.83 -4.47 -0.222
C -6.30 -24.89 -4.58 0.045
C -7.65 -24.68 -4.20 -0.139
C -7.97 -23.43 -3.69 0.065
C -7.01 -22.38 -3.69 -0.222
N -5.76 -22.57 -4.15 0.133
C -7.38 -21.10 -3.17 -0.219
C -8.72 -20.77 -2.91 -0.073
N -9.08 -19.57 -2.51 0.077
C -8.15 -18.65 -2.29 -0.104
C -6.81 -18.94 -2.60 -0.129
N -6.44 -20.14 -3.00 0.091
C -8.60 -25.74 -4.45 -0.173
C -9.86 -25.79 -3.85 -0.018
C -10.80 -26.69 -4.32 -0.120
N -10.54 -27.60 -5.29 0.056
C -9.34 -27.57 -5.83 -0.150
C -8.35 -26.66 -5.47 -0.004
H -0.35 -25.03 -5.13 0.115
H -1.17 -22.62 -5.26 0.119
H -4.17 -26.36 -4.55 0.114
H -6.01 -25.86 -4.98 0.091
H -8.95 -23.29 -3.27 0.093
H -9.49 -21.50 -3.08 0.100
H -8.44 -17.71 -1.82 0.111
H -6.06 -18.14 -2.55 0.093
H -10.19 -25.15 -3.05 0.108
H -11.83 -26.69 -3.93 0.115
H -9.15 -28.32 -6.61 0.113
H -7.38 -26.66 -6.00 0.113
C 0.73 -22.65 0.02 -0.096
C -0.73 -23.04 -0.35 -0.571
C -0.84 -24.46 -0.85 -0.118
C -1.31 -22.09 -1.36 -0.335
H 1.17 -23.43 0.62 0.047
H 0.73 -21.72 0.61 0.074
H 1.37 -22.56 -0.89 0.083
H -1.34 -22.95 0.56 0.117
H -0.53 -24.60 -1.92 0.075
H -1.88 -24.78 -0.82 0.060
H -0.21 -25.19 -0.29 0.078
H -0.92 -22.32 -2.36 0.000
H -1.22 -21.05 -1.01 -0.038
Te -3.22 -18.59 -0.28 1.222
C -3.18 -16.57 0.48 -0.514
C -3.96 -15.54 -0.13 -0.144
C -4.10 -14.32 0.49 -0.108
C -3.50 -14.05 1.71 -0.091
C -2.61 -15.00 2.22 -0.091
C -2.47 -16.27 1.64 -0.149
C -1.90 -18.29 -1.93 -0.537
C -2.38 -17.90 -3.20 -0.136
C -1.50 -17.67 -4.23 -0.098
C -0.13 -17.73 -4.02 -0.088
C 0.35 -18.10 -2.77 -0.082
C -0.53 -18.37 -1.72 -0.146
H -4.44 -15.72 -1.10 0.096
H -4.68 -13.54 -0.04 0.112
H -3.65 -13.13 2.24 0.100
H -2.00 -14.77 3.10 0.107
H -1.82 -17.07 2.04 0.096
H -3.45 -17.76 -3.33 0.082
H -1.83 -17.35 -5.22 0.108
H 0.58 -17.48 -4.82 0.109
H 1.43 -18.22 -2.61 0.109
H -0.19 -18.64 -0.72 0.092
```

total charge: 0
lowest unoccupied orbital energy: -0.9 eV
HOMO-LUMO gap: 4.882 eV
relative energy (zero: lowest compared OMol25 entry of this formula, charge and spin): 0.0 kJ/mol
HOMO energy: -0.21225 Eh

***

(3)
C8H7NO3 | wB97M-V/def2-TZVPD

The geometry in XYZ format:
```
19
Properties=species:S:1:pos:R:3:lowdin_charge:R:1
C -2.35 -0.32 0.18 -0.450
C -2.79 1.14 0.65 -0.027
C 0.18 -0.41 -0.05 -0.170
C 1.34 -1.08 0.42 -0.024
C 2.69 -0.57 0.46 -0.058
C 2.94 0.72 -0.15 -0.056
C 1.75 1.30 -0.64 -0.127
C 0.49 0.84 -0.56 -0.085
H -2.32 -2.49 -0.09 0.290
H -2.38 1.43 1.79 0.175
H 1.04 -2.11 0.80 0.128
H 3.68 -1.14 0.73 0.131
H 3.97 0.99 -0.32 0.095
H 1.68 2.40 -1.00 0.132
H -0.39 1.47 -1.03 0.159
N -1.23 -0.85 0.04 -0.034
O -1.32 -2.10 -0.79 -0.058
O -3.33 -1.00 -0.27 -0.002
O -3.66 1.78 -0.16 -0.019
```

total charge: 0
lowest unoccupied orbital energy: -0.7 eV
HOMO-LUMO gap: 8.877 eV
relative energy (zero: lowest compared OMol25 entry of this formula, charge and spin): 648.9 kJ/mol
HOMO energy: -0.35346 Eh

***

(4)
C4H8O2 | wB97M-V/def2-TZVPD

The geometry in XYZ format:
```
14
Properties=species:S:1:pos:R:3:lowdin_charge:R:1
C -1.77 -0.24 -0.24 -0.045
C -0.32 0.04 -0.57 -0.354
O 0.11 1.28 0.11 -0.058
C 0.71 -0.84 0.13 -0.061
C 1.37 0.40 0.76 -0.348
O 2.29 1.03 0.10 -0.083
H -2.42 0.54 -0.64 0.083
H -2.07 -1.20 -0.68 0.088
H -1.92 -0.30 0.84 0.088
H -0.17 0.15 -1.64 0.149
H 1.17 1.56 -0.35 0.158
H 1.41 -1.37 -0.52 0.121
H 0.28 -1.54 0.86 0.116
H 1.34 0.49 1.86 0.146
```

total charge: 0
lowest unoccupied orbital energy: 1.0 eV
HOMO-LUMO gap: 10.637 eV
relative energy (zero: lowest compared OMol25 entry of this formula, charge and spin): 306.5 kJ/mol
HOMO energy: -0.35412 Eh

***

Among the records above, which one has the highest relative energy (zero: lowest compared OMol25 entry of this formula, charge and spin)?
C8H7NO3